ORCA calculation (ωB97M-V/def2-TZVPD) on an isolated molecule of C3H10NOPS2 at a distorted geometry.

```
18
Properties=species:S:1:pos:R:3:forces:R:3
C 1.64106 2.43332 -0.71930 -1.2 2.2 0.7
O 0.50235 1.56084 -0.59083 0.7 -2.2 0.6
P 0.68077 0.12839 0.24810 -1.4 0.8 -0.2
S 1.62426 0.33563 1.93451 -0.3 -0.4 -0.9
S 1.35893 -1.32769 -1.23179 -0.3 1.0 -0.1
N -0.97409 -0.33612 0.33592 1.2 1.1 1.2
C -1.54978 -0.88285 -0.85197 4.4 -0.3 -2.1
C -1.42095 -1.09252 1.50349 -2.9 0.7 0.6
H 1.10873 3.45898 -0.80231 1.3 -1.5 0.2
H 2.21743 2.28808 -1.63122 -0.1 -0.4 0.1
H 2.27776 2.42051 0.20238 -0.5 -0.1 -0.9
H 2.34332 -1.85181 -0.54363 0.6 -0.1 0.6
H -1.37455 -0.21114 -1.74194 -0.3 -0.8 0.9
H -1.10931 -1.91367 -1.02068 -0.6 1.0 -0.3
H -2.50746 -1.00379 -0.63797 -4.5 -0.3 0.3
H -1.39562 -0.59673 2.47254 0.3 0.6 -0.3
H -2.54275 -1.45194 1.44615 2.1 1.0 -0.5
H -0.88009 -1.95749 1.62857 1.4 -2.3 0.2
```
Positions in Å, forces in eV/Å.

- E (Eh) = -1388.04149
- relative energy (zero: lowest compared OMol25 entry of this formula, charge and spin) (eV) = 0.000
- E_HOMO (eV) = -9.2
- SMILES string = CO[P@](=S)(S)N(C)C
- F_max (eV Å⁻¹) = 4.9

In elementary charge units, the Mulliken charges are: -0.661 -0.302 0.625 -0.383 -0.319 0.096 -1.239 -0.979 0.192 0.261 0.329 0.167 0.223 0.446 0.493 0.328 0.260 0.463